(1)
{
  "formula": "C35H42CeF5N2PSi2",
  "method": "ωB97M-V/def2-TZVPD",
  "gap_ev": [5.8, 5.8],
  "e_lumo_ev": [-1.113, -1.116],
  "e_homo_ha": [-0.2550, -0.2551],
  "symbols": ["Ce", "C", "C", "C", "C", "C", "C", "C", "P", "C", "C", "C", "C", "C", "C", "C", "C", "C", "C", "C", "C", "C", "C", "H", "H", "H", "H", "H", "H", "H", "H", "H", "H", "H", "H", "H", "H", "H", "H", "H", "H", "H", "H", "C", "Si", "C", "C", "N", "C", "C", "C", "C", "C", "C", "N", "Si", "C", "C", "C", "H", "H", "H", "H", "H", "H", "H", "H", "H", "H", "H", "H", "H", "H", "H", "H", "H", "H", "H", "H", "H", "H", "F", "C", "F", "C", "F", "F", "F"],
  "coordinates": [[0.01370, 0.64232, -0.73218], [-2.96653, -2.82935, 1.20139], [-2.19873, -2.90345, 2.49611], [-2.89701, -3.25334, 3.65967], [-2.24108, -3.47849, 4.83871], [-0.83012, -3.36314, 4.86120], [-0.10330, -2.95697, 3.74721], [-0.82789, -2.61530, 2.59608], [-0.00894, -1.88710, 1.14263], [1.64582, -1.48674, 1.78417], [1.48749, -0.47123, 2.76794], [2.58748, 0.02322, 3.39316], [3.84445, -0.37684, 3.04941], [4.01847, -1.37327, 2.10609], [2.92683, -1.92267, 1.39031], [3.24624, -2.78381, 0.21281], [0.05095, -3.14229, -0.09284], [0.52400, -4.41211, 0.14343], [0.47777, -5.40791, -0.80543], [0.03974, -5.07685, -2.10603], [-0.33580, -3.81677, -2.40314], [-0.39590, -2.83233, -1.37474], [-1.01791, -1.56089, -1.69919], [-4.02281, -3.09480, 1.37567], [-2.59211, -3.59752, 0.49795], [-2.92186, -1.84824, 0.68665], [-3.94795, -3.36524, 3.55085], [-2.81295, -3.59326, 5.73392], [-0.34210, -3.56043, 5.82341], [0.96578, -2.79434, 3.81647], [0.46908, -0.18675, 3.03088], [2.42143, 0.76252, 4.18883], [4.71802, 0.01383, 3.56672], [4.96442, -1.82747, 1.90139], [4.31992, -2.80456, -0.05292], [2.68567, -2.48007, -0.72783], [2.93806, -3.82190, 0.35576], [0.99920, -4.60165, 1.09491], [0.68845, -6.44650, -0.51333], [-0.08417, -5.91631, -2.80136], [-0.64569, -3.53014, -3.39051], [-1.91782, -1.30752, -1.11174], [-1.21598, -1.47217, -2.78966], [-2.06088, 0.52216, -4.20539], [-0.51627, 1.62441, -4.13687], [-0.68338, 2.99406, -5.50793], [0.94485, 0.43935, -4.42299], [-0.32394, 2.18233, -2.53040], [-0.10519, 3.41072, -1.98233], [0.50948, 4.48002, -2.66228], [0.23428, 5.76716, -2.16190], [-0.18179, 5.94740, -0.88100], [-0.48139, 4.91676, -0.04261], [-0.59032, 3.60286, -0.59617], [-0.92479, 2.51739, 0.10692], [-1.75185, 2.62643, 1.63491], [-0.51282, 2.79114, 3.03669], [-2.59449, 0.92892, 1.81318], [-3.03439, 4.01770, 1.86667], [-1.82122, -0.55877, -4.44590], [-2.73420, 0.84968, -5.02864], [-2.62085, 0.51022, -3.26406], [-0.77553, 2.43661, -6.45889], [0.17503, 3.68631, -5.65422], [-1.53712, 3.60723, -5.41426], [0.87855, 0.14394, -5.49037], [0.78338, -0.45325, -3.80048], [1.96343, 0.87164, -4.23042], [1.04532, 4.30189, -3.61499], [0.56345, 6.68687, -2.75405], [-0.33039, 6.96992, -0.55376], [-0.57221, 5.06805, 1.04256], [0.30357, 2.02357, 2.95822], [-0.91867, 2.66794, 4.05465], [-0.13840, 3.84143, 2.98478], [-2.59246, 0.63268, 2.85787], [-2.08883, 0.12916, 1.22308], [-3.64991, 1.00134, 1.44814], [-3.04869, 4.38432, 2.90174], [-4.06142, 3.65138, 1.72289], [-2.88571, 4.90439, 1.23165], [2.07713, 0.17303, -1.73577], [2.53753, 0.68447, -0.35077], [2.11446, 2.07198, -0.37126], [4.01378, 0.87505, -0.64369], [4.21886, 1.65116, -1.77385], [4.68796, -0.29888, -0.92115], [4.77976, 1.47565, 0.33963]]
}

=====

(2)
{
  "formula": "C35H42CeGeS3",
  "method": "ωB97M-V/def2-TZVPD",
  "gap_ev": [6.7, 6.7],
  "charge": -1,
  "e_lumo_ev": [2.495, 2.496],
  "s2": 0.75,
  "e_homo_ha": [-0.1529, -0.1531],
  "spin_multiplicity": 2,
  "symbols": ["Ce", "C", "C", "C", "C", "C", "C", "C", "C", "C", "C", "H", "H", "H", "H", "H", "H", "H", "H", "H", "H", "H", "H", "H", "H", "H", "C", "C", "S", "C", "C", "S", "C", "C", "S", "H", "H", "H", "H", "H", "H", "H", "H", "H", "H", "H", "H", "C", "Ge", "C", "C", "C", "C", "C", "C", "C", "C", "C", "C", "C", "C", "C", "C", "C", "C", "C", "C", "H", "H", "H", "H", "H", "H", "H", "H", "H", "H", "H", "H", "H", "H", "H"],
  "coordinates": [[-10.08867, 2.39861, 15.44298], [-9.55700, 5.00085, 14.55036], [-9.48119, 4.29261, 13.34882], [-10.77932, 3.76436, 13.06640], [-11.66516, 4.18713, 14.09503], [-10.90307, 4.94781, 15.01044], [-11.47584, 5.63077, 16.22093], [-13.14812, 3.88029, 14.19967], [-11.10610, 2.88510, 11.87900], [-8.23111, 4.08236, 12.55153], [-8.47497, 5.71554, 15.34808], [-11.61780, 6.70199, 16.06579], [-10.80379, 5.49888, 17.08556], [-12.43785, 5.22791, 16.51131], [-13.74992, 4.72813, 13.85837], [-13.46564, 3.63202, 15.22588], [-13.39663, 2.99778, 13.58728], [-11.49949, 3.45381, 11.02923], [-11.84685, 2.14668, 12.16252], [-10.21733, 2.33861, 11.53434], [-8.09526, 4.88105, 11.79250], [-8.26476, 3.10422, 12.04834], [-7.32084, 4.07015, 13.16960], [-8.54396, 6.79765, 15.22687], [-7.46028, 5.42292, 15.06844], [-8.56163, 5.51244, 16.41737], [-11.22208, -1.24733, 15.30597], [-10.20149, -1.45403, 16.39111], [-9.93155, -0.29875, 17.78005], [-8.06764, -0.40153, 17.59871], [-7.35038, 0.05584, 16.38496], [-7.37470, 1.81159, 15.82846], [-6.42709, -2.02931, 12.49078], [-7.61858, -2.66154, 12.50498], [-11.42065, 0.24715, 14.27115], [-12.20531, -1.45044, 15.77801], [-11.01205, -2.10041, 14.65023], [-9.23422, -1.61217, 15.96473], [-10.45182, -2.40178, 16.87189], [-7.73495, -1.44939, 17.70334], [-7.69252, 0.13506, 18.46604], [-7.62052, -0.57781, 15.53213], [-6.30495, -0.23641, 16.59376], [-5.57186, -2.45785, 13.00220], [-6.38850, -1.04267, 12.03689], [-7.70206, -3.52748, 13.16016], [-8.49223, -2.24950, 11.97746], [-10.54605, 1.27605, 17.56219], [-11.76159, 1.52233, 18.94327], [-11.67127, 3.42506, 19.50673], [-12.73400, 4.34189, 19.50840], [-12.54132, 5.66466, 19.88503], [-11.28364, 6.08911, 20.24072], [-10.20601, 5.21778, 20.20891], [-10.40462, 3.89984, 19.85504], [-13.66910, 1.25501, 18.53152], [-14.07917, 1.08502, 17.19536], [-15.44252, 1.11267, 16.87045], [-16.36204, 1.31532, 17.88059], [-15.98110, 1.51064, 19.19877], [-14.63506, 1.46864, 19.52089], [-11.44550, 0.38056, 20.51171], [-12.39305, -0.47712, 21.07174], [-12.11685, -1.25330, 22.18955], [-10.85848, -1.20970, 22.77192], [-9.88629, -0.39864, 22.21886], [-10.17831, 0.38552, 21.10436], [-13.73476, 4.05252, 19.21814], [-13.36278, 6.34739, 19.87097], [-11.06325, 7.11865, 20.47937], [-9.22639, 5.56978, 20.44827], [-9.52797, 3.25048, 19.80482], [-13.34396, 0.94168, 16.42203], [-15.77536, 0.97907, 15.84800], [-17.43203, 1.35785, 17.63276], [-16.71019, 1.69744, 19.98379], [-14.33661, 1.67895, 20.53503], [-13.40345, -0.52864, 20.64520], [-12.88377, -1.88635, 22.60254], [-10.62326, -1.78647, 23.65266], [-8.88339, -0.35925, 22.63601], [-9.37551, 0.99808, 20.71178]]
}

=====

(3)
{
  "formula": "C35H42GeNOPdSbSi",
  "method": "ωB97M-V/def2-TZVPD",
  "gap_ev": [6.4, 5.8],
  "charge": 1,
  "e_lumo_ev": [-4.200, -4.602],
  "s2": 0.96,
  "e_homo_ha": [-0.3890, -0.3806],
  "spin_multiplicity": 2,
  "symbols": ["Pd", "C", "Si", "C", "C", "N", "C", "C", "C", "C", "C", "C", "O", "C", "C", "C", "C", "C", "C", "H", "H", "H", "H", "H", "H", "H", "H", "H", "H", "H", "H", "H", "H", "H", "H", "H", "H", "C", "Sb", "C", "C", "H", "H", "H", "H", "H", "H", "H", "H", "H", "C", "Ge", "C", "C", "C", "C", "C", "C", "C", "C", "C", "C", "C", "C", "C", "C", "C", "C", "H", "H", "H", "H", "H", "H", "H", "H", "H", "H", "H", "H", "H", "H", "H"],
  "coordinates": [[0.00231, 0.63432, 0.51372], [-1.34313, 1.40208, 4.96116], [-0.01149, 0.89701, 3.72836], [0.67495, 2.48119, 2.94636], [1.45289, 0.02434, 4.53894], [-0.69642, -0.14576, 2.47822], [-1.16870, -1.37904, 2.64606], [-1.32428, -1.94852, 3.94642], [-1.82110, -3.20734, 4.13355], [-2.20420, -3.98101, 3.03287], [-2.09147, -3.47692, 1.74780], [-1.58578, -2.20541, 1.53764], [-1.38718, -1.70656, 0.29480], [-2.09613, -2.27307, -0.76789], [-1.38399, -2.94463, -1.74551], [-2.06774, -3.47845, -2.82984], [-3.44430, -3.34263, -2.92454], [-4.14418, -2.67092, -1.93032], [-3.47293, -2.12963, -0.84595], [-0.90689, 2.06218, 5.71327], [-1.77600, 0.54454, 5.47853], [-2.15471, 1.94014, 4.46851], [1.22313, 3.03547, 3.71342], [-0.11810, 3.13129, 2.57691], [1.37723, 2.27883, 2.13206], [2.05335, 0.74756, 5.09283], [2.09120, -0.43719, 3.78225], [1.14083, -0.75512, 5.23568], [-1.03768, -1.34428, 4.79672], [-1.91356, -3.60678, 5.13436], [-2.58524, -4.98147, 3.18437], [-2.38234, -4.08819, 0.90536], [-0.31271, -3.06533, -1.64219], [-1.51510, -4.00745, -3.59523], [-3.97721, -3.76204, -3.76722], [-5.21969, -2.57222, -1.99301], [-4.01113, -1.60713, -0.06443], [-3.28896, 1.92730, -1.51036], [-1.64235, 2.40408, -0.22479], [-2.74430, 3.62721, 1.14853], [-0.76964, 3.99813, -1.36004], [-3.74478, 2.86310, -1.83200], [-4.02227, 1.33824, -0.96181], [-2.95112, 1.36741, -2.37923], [-3.40622, 4.26203, 0.56104], [-2.07264, 4.25584, 1.73008], [-3.33760, 3.01043, 1.82120], [-1.49415, 4.80873, -1.42562], [-0.51960, 3.64741, -2.35976], [0.13511, 4.35367, -0.86945], [3.88160, 0.46858, 1.37600], [2.32526, 0.17218, 0.19895], [2.59977, -1.60044, -0.64098], [3.62904, -1.74645, -1.56804], [3.92066, -2.99762, -2.09229], [3.18591, -4.10711, -1.69656], [2.14380, -3.96562, -0.79200], [1.85286, -2.71318, -0.26737], [2.39871, 1.55975, -1.21994], [3.32536, 2.56846, -1.10610], [3.50840, 3.51368, -2.13137], [2.74069, 3.45319, -3.25938], [1.73558, 2.46813, -3.39781], [0.91310, 2.42142, -4.54804], [-0.09289, 1.50400, -4.65378], [-0.31580, 0.58327, -3.61226], [0.48590, 0.58585, -2.50312], [1.53673, 1.52065, -2.35513], [4.78535, 0.30904, 0.78729], [3.87642, -0.25040, 2.19447], [3.89931, 1.47280, 1.79869], [4.20319, -0.87883, -1.87658], [4.72348, -3.10596, -2.81021], [3.43038, -5.08432, -2.09222], [1.56159, -4.82790, -0.49162], [1.04195, -2.59998, 0.44564], [3.95625, 2.62276, -0.22683], [4.26667, 4.27799, -2.02432], [2.87974, 4.16496, -4.06389], [1.10186, 3.13203, -5.34377], [-0.71314, 1.47133, -5.53976], [-1.11411, -0.14152, -3.70373], [0.32239, -0.17617, -1.73582]]
}